Below is a cluster of 2 separate species, C5H10O in total, with properties calculated with ωB97M-V with the def2-TZVPD basis set.

Geometry (Å):
C1 -0.543 -0.527 1.865
C2 0.343 -0.281 0.645
C3 -0.288 -0.921 -0.572
C4 -0.812 0.043 -1.321
O1 -0.549 1.312 -0.908
C5 0.378 1.193 0.189
H1 -0.602 -1.600 2.079
H2 -0.173 -0.013 2.759
H3 -1.558 -0.173 1.652
H4 1.364 -0.632 0.844
H5 -0.393 -1.985 -0.736
H6 -1.376 -0.018 -2.245
H7 1.369 1.480 -0.183
H8 0.068 1.898 0.967
H9 1.322 -0.184 -2.302
H10 1.449 0.408 -2.732

Summary:
spin multiplicity	1
orbital gap	9.603	eV
HOMO energy	-8.4	eV
E	-7392.7701	eV
structure (SMILES)	C[C@H]1C=COC1.[H][H]